C3H2O4 | ωB97M-V/def2-TZVPD

Computed properties:
Relative energy (zero: lowest compared OMol25 entry of this formula, charge and spin)   89.8 kJ/mol
LUMO energy   0.24 eV
Spin multiplicity   1
Molecular weight   102.0 g mol⁻¹
HOMO energy   -8.98 eV
Structure (SMILES)   O=C=CO.O=C=O

```
9
Properties=species:S:1:pos:R:3:forces:R:3:lowdin_charge:R:1
C -0.264135 0.961033 -0.134259 0.78 0.97 0.14 -0.180
C 2.458962 -0.794011 0.023838 -0.05 -0.05 0.03 -0.428
C -1.309430 0.202924 -0.281479 -1.03 -1.12 -0.10 -0.199
O 0.683141 1.636561 -0.058530 -0.32 -0.12 0.04 0.176
O 3.498156 -0.528855 0.415696 1.58 0.43 0.56 0.238
O 1.415412 -1.071571 -0.359611 -1.30 -0.67 -0.66 0.202
O -2.542020 0.464246 0.302167 -0.02 0.27 0.12 -0.026
H -1.224563 -0.683310 -0.902070 0.21 0.18 -0.01 0.120
H -2.715524 -0.187013 0.994244 0.15 0.10 -0.12 0.097
```
Positions in Å, forces in eV/Å.